Entry 1:
DFT (ωB97M-V/def2-TZVPD) results for a molecular structure, C16H32MnNO2P2Si.

Gap between HOMO and LUMO (spin up / spin down) in eV: 6.291 / 6.689
Relative energy (zero: lowest compared OMol25 entry of this formula, charge and spin) in kJ/mol: 283.96
E_tot in eV: -80441.1043
LUMO level (spin up / spin down) in hartree: -0.452 / -0.446

The geometry in ORCA input format:
```
! wB97M-V def2-TZVPD RIJCOSX def2/J DEFGRID3
* xyz 3 4
Mn 0.7129 0.1966 -0.1737
P -2.4046 0.6625 0.7860
C -2.6629 0.3447 -0.8919
C -1.7814 0.7551 -1.9113
N -0.3979 0.7125 -1.7996
C 0.3762 0.9896 -2.8693
C -0.1892 1.6620 -3.9587
C -1.5642 1.8695 -4.0303
C -2.3710 1.3523 -3.0498
C 1.8533 0.5817 -2.8042
P 2.1660 -0.8511 -1.6554
H -3.4609 1.3836 -3.0627
H 0.4481 1.9372 -4.7838
H -2.0279 2.4053 -4.8584
H 2.1947 0.3022 -3.8107
H 2.4839 1.4309 -2.4686
H -3.1592 -2.0067 -1.2601
H -3.7024 0.1564 -1.1812
H -1.0796 -3.0732 -1.1734
O -3.0974 -2.9629 -1.2102
H -3.2675 -3.2457 -2.1188
H 0.3564 -1.2651 -0.0255
O -0.1851 -3.4318 -0.8818
H -0.3924 -3.9643 -0.0928
C 2.1041 -2.2907 -2.7981
H 2.9638 -2.3046 -3.4870
H 2.1649 -3.1843 -2.1664
H 1.1709 -2.2873 -3.3707
C 3.9839 -0.7231 -1.4221
H 4.2492 -1.4157 -0.6056
H 4.5617 -1.0255 -2.3114
H 4.2366 0.3174 -1.1482
C -2.6437 2.4147 1.1259
H -3.6615 2.4864 1.5414
H -1.8985 2.7558 1.8671
H -2.5570 2.9715 0.1744
C -3.4187 -0.3450 1.8371
H -2.8715 -0.4936 2.7804
H -4.3219 0.2661 1.9779
H -3.6021 -1.3034 1.3185
C 0.1173 1.4105 4.6324
Si 1.3038 0.4924 3.4915
C 2.8108 1.5203 3.0092
C 1.8876 -1.1999 4.0626
C 0.3577 0.2975 1.8615
C -0.7249 0.3254 1.1564
H 0.5209 1.5349 5.6482
H -0.8422 0.8677 4.6953
H -0.0806 2.4144 4.2102
H 3.3541 1.8882 3.8861
H 3.4821 0.8906 2.3978
H 2.4554 2.3731 2.4089
H 1.0764 -1.9433 4.0116
H 2.7178 -1.5231 3.4075
H 2.2556 -1.1284 5.0941
*
```

Entry 2:
DFT (ωB97M-V/def2-TZVPD) results for 2 unconnected molecules or ions with the total composition C14H30N4O.

Gap between HOMO and LUMO in eV: 1.680
Relative energy (zero: lowest compared OMol25 entry of this formula, charge and spin) in kJ/mol: 0.00
E_tot in eV: -23005.6491
LUMO level in hartree: -0.044

The geometry in ORCA input format:
```
! wB97M-V def2-TZVPD RIJCOSX def2/J DEFGRID3
* xyz 0 1
C -0.9688 -3.3693 -4.1648
C 0.3312 -3.9037 -3.5431
N 0.6162 -3.3648 -2.2077
N 0.6810 -4.3682 -1.1557
C -0.6705 -4.6838 -0.7608
C -1.0779 -3.8553 0.4778
C -0.1208 -4.0943 1.6578
C 0.5524 -2.8098 2.1424
C 1.4131 -2.2138 1.0349
O 1.9139 -0.9056 1.3973
C 1.0044 0.0837 1.0360
H -1.4914 -4.1377 -4.7434
H -0.7881 -2.5189 -4.8299
H -1.6289 -3.0213 -3.3675
H 1.1724 -3.6663 -4.2124
H 0.2922 -4.9956 -3.4514
H 1.5541 -2.9892 -2.2292
H -1.4177 -4.4806 -1.5473
H -0.7762 -5.7551 -0.5177
H -2.1179 -4.0444 0.7918
H -1.0378 -2.8075 0.1538
H -0.6779 -4.5549 2.4818
H 0.6679 -4.7894 1.3575
H -0.2110 -2.0954 2.4835
H 1.2164 -2.9916 2.9959
H 2.2741 -2.8515 0.8429
H 0.8727 -2.1374 0.0884
H 1.0060 0.8761 1.8014
H 1.2646 0.5379 0.0661
H -0.0180 -0.3087 0.9543
C 1.6411 5.1135 2.7412
C 1.0329 3.8525 2.1643
N -0.0095 4.1359 1.1572
C -0.9661 3.2333 0.7597
C -1.7070 3.8275 -0.2035
N -1.1931 5.0916 -0.3795
C -0.1655 5.2507 0.4534
C -1.6824 6.0960 -1.3221
H 0.8821 5.7561 3.1885
H 2.3481 4.8314 3.5188
H 2.1941 5.6816 1.9926
H 0.5529 3.2566 2.9383
H 1.7887 3.2280 1.6887
H -1.0110 2.2486 1.1941
H -2.5392 3.4633 -0.7786
H 0.4367 6.1381 0.5318
H -0.8985 6.3562 -2.0290
H -2.0109 6.9830 -0.7862
H -2.5232 5.6723 -1.8624
*
```

Entry 3:
DFT (ωB97M-V/def2-TZVPD) results for a molecular structure, C14H26N4OP2Sm.

Gap between HOMO and LUMO (spin up / spin down) in eV: 6.724 / 4.621
Relative energy (zero: lowest compared OMol25 entry of this formula, charge and spin) in kJ/mol: 0.00
E_tot in eV: -59413.2632
LUMO level (spin up / spin down) in hartree: -0.252 / -0.329

The geometry in ORCA input format:
```
! wB97M-V def2-TZVPD RIJCOSX def2/J DEFGRID3
* xyz 2 7
Sm 0.2976 -0.2990 0.6130
P 0.1705 0.4928 3.3631
P 1.3969 -2.7467 -0.3712
N -0.0205 1.9580 0.3567
N 0.4203 0.1815 -1.6081
H -0.3734 3.4526 -1.1504
H -0.4663 1.5702 -2.9869
H -1.6042 2.1530 -1.0637
C -0.5191 2.3686 -0.9647
H 1.1268 2.0499 -2.3698
C 0.1750 1.5570 -2.0843
H -1.1072 3.5171 1.2613
H 0.9228 -0.4579 -3.5470
C -0.4879 2.6021 1.4645
C 0.8721 -0.7613 -2.4574
C -0.3102 2.1716 2.7895
C 1.2741 -2.0599 -2.0748
H -0.6427 2.9340 3.5013
H 1.5143 -2.6667 -2.9520
H 2.6331 -3.4604 -0.2308
H 0.6538 -3.9638 -0.4460
H 1.2985 0.6651 4.2192
H -0.6420 0.1515 4.4841
H 2.9682 0.7967 -1.4139
C 3.4594 1.0032 -0.4541
C 4.3677 -0.1421 -0.0673
C 4.1046 2.3691 -0.5091
O 2.3889 0.9685 0.5774
H 5.2339 -0.2033 -0.7392
H 4.7195 0.0122 0.9650
H 3.8404 -1.1056 -0.1162
H 3.3902 3.1424 -0.8230
H 4.5229 2.6481 0.4680
H 4.9161 2.3702 -1.2488
H 1.7694 1.7532 0.4952
N -5.8908 -2.8027 0.5027
C -4.6626 -2.2353 0.4279
C -4.3409 -1.3137 -0.5993
C -3.0770 -0.7287 -0.6256
N -2.1252 -0.9927 0.3133
C -2.4200 -1.9036 1.2794
C -3.6554 -2.5399 1.3715
H -6.6274 -2.5868 -0.1613
H -6.1453 -3.4552 1.2308
H -5.0626 -1.0491 -1.3702
H -2.8096 -0.0329 -1.4244
H -1.6245 -2.1240 2.0013
H -3.8219 -3.2574 2.1742
*
```

Entry 4:
DFT (ωB97M-V/def2-TZVPD) results for C2H3Cl2N2P in the gas phase.

Gap between HOMO and LUMO (spin up / spin down) in eV: 6.938 / 7.638
Relative energy (zero: lowest compared OMol25 entry of this formula, charge and spin) in kJ/mol: 420.42
E_tot in eV: -39432.9814
LUMO level (spin up / spin down) in hartree: -0.063 / -0.032

The geometry in ORCA input format:
```
! wB97M-V def2-TZVPD RIJCOSX def2/J DEFGRID3
* xyz 0 1
C -1.6709 -0.6292 -0.1460
C -0.9270 0.2361 0.5635
N 0.4320 -1.5527 -1.5085
N 0.4251 0.4922 0.3894
P 1.3851 -0.5614 -0.7095
Cl -3.1248 -1.3179 0.1364
Cl 1.8440 -1.8586 0.7253
H -0.3476 -1.1143 -2.0801
H -1.3896 1.0147 1.0921
H 0.9211 1.2353 0.8655
*
```

Entry 5:
DFT (ωB97M-V/def2-TZVPD) results for a molecular structure, C31H47B2F4NO3PRuSTe.

Gap between HOMO and LUMO (spin up / spin down) in eV: 7.437 / 7.270
Relative energy (zero: lowest compared OMol25 entry of this formula, charge and spin) in kJ/mol: 115.79
E_tot in eV: -82767.6427
LUMO level (spin up / spin down) in hartree: -0.137 / -0.141

The geometry in ORCA input format:
```
! wB97M-V def2-TZVPD RIJCOSX def2/J DEFGRID3
* xyz 1 1
Ru 0.1742 -1.4652 -1.2381
O 2.0563 -0.9277 0.1613
C 2.3599 0.4625 0.4113
C 3.0500 1.1196 -0.7643
C 2.2029 0.9708 -2.0245
C 0.8598 1.6146 -1.8414
C 0.6840 2.9768 -2.0248
C -0.5684 3.5359 -1.8322
C -1.6137 2.7162 -1.4457
C -1.3642 1.3707 -1.2665
N -0.1552 0.8224 -1.4526
H 2.8781 -1.3973 -0.0246
H 2.9704 0.5396 1.3113
H 1.3962 0.9258 0.6125
H 4.0316 0.6658 -0.9329
H 3.2107 2.1732 -0.5244
H 2.0460 -0.0884 -2.2118
H 2.7172 1.3872 -2.8902
H 1.5253 3.5861 -2.3321
H -0.7269 4.5948 -1.9955
H -2.6110 3.1032 -1.2894
H -2.1675 0.7066 -0.9840
C -0.6541 -4.8148 -3.7147
C -0.1645 -4.8562 -2.2642
C -1.3551 -4.6918 -1.3131
P 1.1433 -3.5926 -1.8735
C 2.2105 -3.4206 -3.3651
C 1.5861 -2.3918 -4.3203
C 3.6217 -2.9651 -2.9738
C 2.1990 -4.4731 -0.6373
C 2.6774 -5.8477 -1.1159
C 1.5185 -4.5765 0.7269
H -1.3608 -5.6328 -3.8681
H 0.1543 -4.9414 -4.4362
H -1.1882 -3.8880 -3.9247
H 0.3051 -5.8238 -2.0800
H -1.9091 -3.7873 -1.5497
H -1.0581 -4.6564 -0.2647
H -2.0419 -5.5322 -1.4400
H 2.2526 -4.3968 -3.8497
H 2.1924 -2.3052 -5.2237
H 1.5421 -1.4061 -3.8511
H 0.5738 -2.6519 -4.6180
H 3.5807 -2.1171 -2.2798
H 4.1575 -2.6323 -3.8645
H 4.2066 -3.7607 -2.5127
H 3.0756 -3.8257 -0.5299
H 1.8947 -6.5974 -0.9992
H 3.5262 -6.1683 -0.5083
H 2.9992 -5.8474 -2.1595
H 0.7376 -5.3378 0.7196
H 1.0754 -3.6278 1.0203
H 2.2460 -4.8573 1.4907
Te -1.0348 -1.6711 1.1836
C 0.1314 -1.5841 2.9420
C -0.4150 -1.2666 4.1524
C 0.5199 -1.3390 5.2207
C 1.7542 -1.7197 4.7977
S 1.7952 -1.9759 3.1087
H -1.4587 -1.0009 4.2842
H 0.2761 -1.1273 6.2527
H 2.6526 -1.8613 5.3807
C -3.2289 7.0430 2.4940
C -2.0026 6.1902 2.8569
C -0.8282 6.6476 1.9852
C -1.6472 6.4243 4.3337
C -2.2986 4.7012 2.6613
C -3.5481 4.1786 3.0219
C -3.8824 2.8363 2.8745
C -2.9056 2.0185 2.3604
O -2.9446 0.6499 2.0992
B -1.6971 0.3618 1.6190
O -0.8711 1.4613 1.5706
C -1.6596 2.5065 2.0347
C -1.3248 3.8338 2.1607
H -2.9469 8.0970 2.4711
H -4.0299 6.9382 3.2275
H -3.6219 6.7706 1.5118
H -0.7219 7.7312 2.0580
H -0.9935 6.3966 0.9332
H 0.1183 6.2076 2.3081
H -1.4689 7.4876 4.5137
H -0.7468 5.8710 4.6107
H -2.4613 6.0987 4.9855
H -4.2986 4.8419 3.4335
H -4.8595 2.4567 3.1444
H -0.3373 4.1721 1.8765
F -1.0015 -1.1601 -3.2852
B -2.4061 -1.2597 -2.9152
F -2.2862 -1.4853 -1.4687
F -2.9677 -2.3633 -3.4943
F -3.0521 -0.0770 -3.1465
*
```

Entry 6:
DFT (ωB97M-V/def2-TZVPD) results for 14 unconnected molecules or ions with the total composition C70H91F7O21.

Gap between HOMO and LUMO in eV: 9.400
Relative energy (zero: lowest compared OMol25 entry of this formula, charge and spin) in kJ/mol: 0.00
E_tot in eV: -136084.9437
LUMO level in hartree: 0.019

The geometry in ORCA input format:
```
! wB97M-V def2-TZVPD RIJCOSX def2/J DEFGRID3
* xyz 0 1
F 4.6649 -1.4729 5.7123
C 4.5154 -2.3044 4.6160
C 5.4701 -2.2249 3.6154
C 5.2227 -2.9346 2.4290
C 4.0807 -3.7496 2.3570
C 3.2108 -3.8807 3.4237
C 3.4254 -3.1513 4.5950
H 6.2614 -1.5056 3.7239
H 5.9203 -2.9127 1.6219
H 3.8776 -4.3772 1.5151
H 2.4018 -4.5978 3.3406
H 2.8265 -3.2025 5.4802
F -1.8350 -4.2953 4.3715
C -2.0606 -3.3947 3.4266
C -1.3066 -2.1905 3.3707
C -1.6331 -1.2591 2.4504
C -2.7054 -1.4012 1.5352
C -3.3984 -2.6295 1.5756
C -3.0409 -3.6145 2.5072
H -0.4656 -2.0756 4.0594
H -1.0379 -0.3341 2.4045
H -2.9252 -0.5439 0.9429
H -4.2947 -2.8357 0.9544
H -3.6282 -4.5242 2.6592
F 3.2676 2.4419 -3.4483
C 3.6292 2.9836 -2.2712
C 4.4407 4.1202 -2.4181
C 4.8095 4.8428 -1.3227
C 4.4871 4.3817 0.0059
C 3.7505 3.2066 0.0867
C 3.3200 2.4781 -1.0407
H 4.6825 4.4544 -3.4284
H 5.3970 5.7610 -1.5121
H 4.8201 4.8057 0.9334
H 3.4843 2.8466 1.0865
H 2.7138 1.5903 -0.9348
F -6.0868 -2.1723 -0.9124
C -5.5826 -0.9179 -0.4984
C -4.6645 -0.3775 -1.3842
C -4.1660 0.8766 -1.0434
C -4.6361 1.4707 0.1504
C -5.6031 0.9004 0.9982
C -6.0903 -0.3488 0.6633
H -4.4228 -0.9593 -2.2846
H -3.4593 1.5024 -1.5420
H -4.2846 2.4344 0.5373
H -5.7778 1.4693 1.9152
H -6.8105 -0.9153 1.2480
F 2.9998 -7.1772 1.1387
C 1.6950 -7.2069 1.5445
C 1.4714 -7.4743 2.9009
C 0.1425 -7.4738 3.2992
C -0.8099 -7.3356 2.3473
C -0.5608 -7.1337 1.0115
C 0.7079 -7.0120 0.5539
H 2.3068 -7.6713 3.5752
H -0.0840 -7.6869 4.3267
H -1.8385 -7.4636 2.6054
H -1.3806 -7.0956 0.3124
H 0.9560 -6.8798 -0.5043
F 5.9755 2.2797 4.3097
C 5.2441 1.5773 3.4146
C 5.9659 1.2278 2.3253
C 5.3392 0.6276 1.2937
C 4.0354 0.2327 1.4124
C 3.3704 0.4874 2.6089
C 3.9627 1.1250 3.6891
H 6.9789 1.5340 2.2876
H 5.8734 0.3797 0.3641
H 3.5581 -0.3178 0.5835
H 2.2992 0.2380 2.6068
H 3.4077 1.4174 4.5598
F 6.0245 0.9279 -4.7458
C 5.0963 0.0229 -4.2916
C 4.0628 -0.3421 -5.1505
C 3.2373 -1.3740 -4.6990
C 3.4044 -1.8046 -3.3818
C 4.2980 -1.2726 -2.4714
C 5.2542 -0.3675 -2.9480
H 4.1065 0.0175 -6.1779
H 2.4916 -1.8583 -5.3618
H 2.7582 -2.6634 -3.1111
H 4.4137 -1.7159 -1.4713
H 6.2293 -0.1259 -2.4620
C 5.3730 -6.8856 -2.2621
C 4.2750 -5.8775 -1.9660
O 3.1082 -6.1491 -2.8191
C 2.0132 -5.4050 -2.6195
O 2.0977 -4.3775 -1.9623
O 0.9685 -5.8784 -3.2602
C -0.1994 -5.0211 -3.1849
H 6.2878 -6.6567 -1.6524
H 5.7069 -6.9244 -3.3003
H 4.9876 -7.8649 -1.9620
H 4.6698 -4.8816 -2.1652
H 3.9548 -5.9218 -0.9324
H -0.9408 -5.5265 -3.7689
H 0.0077 -4.0780 -3.7183
H -0.4757 -4.8324 -2.1275
C -0.7980 3.2165 -3.2638
C 0.1579 2.6894 -4.2913
O -0.5910 2.1389 -5.3803
C -0.7152 2.9166 -6.4815
O -0.2498 3.9837 -6.6024
O -1.4581 2.1612 -7.3412
C -1.8456 2.9519 -8.4991
H -1.1946 2.4237 -2.6361
H -1.6590 3.6872 -3.7674
H -0.3051 3.9972 -2.6376
H 0.7662 1.8918 -3.8671
H 0.7546 3.5213 -4.6571
H -2.6514 3.6277 -8.2402
H -2.2124 2.2761 -9.2909
H -1.0006 3.5932 -8.7842
C -6.4195 5.1896 4.3590
C -5.7700 3.7850 4.4734
O -4.6732 3.6343 3.5637
C -4.0629 2.4817 3.5777
O -3.1974 2.1930 2.8151
O -4.5117 1.6839 4.5499
C -3.7981 0.3585 4.5710
H -7.0156 5.2680 3.4440
H -5.6478 5.9469 4.1830
H -7.1247 5.4444 5.1472
H -6.5195 3.0109 4.2839
H -5.4432 3.7628 5.4959
H -2.7611 0.4833 4.7862
H -3.9582 0.0112 3.5892
H -4.3532 -0.0561 5.3858
C -1.7266 -0.5640 -3.6866
C -1.8737 -0.9641 -5.0950
O -1.2230 -2.2728 -5.2954
C -1.1720 -2.8154 -6.4706
O -0.9231 -3.9725 -6.6865
O -1.3541 -1.8964 -7.4572
C -1.2684 -2.3958 -8.8091
H -2.1625 -1.3075 -3.0035
H -2.2821 0.3768 -3.5292
H -0.7185 -0.4788 -3.3697
H -1.5161 -0.2030 -5.7748
H -2.8863 -1.1384 -5.3425
H -2.0427 -3.1559 -9.0238
H -0.2899 -2.8645 -8.9364
H -1.3765 -1.5358 -9.4583
C 0.9521 -2.9044 0.4910
C 1.1849 -1.8486 -0.5850
O 0.1689 -0.9225 -0.7634
C 0.1545 0.1749 -0.0616
O 0.8557 0.5055 0.8584
O -0.9136 0.9185 -0.5053
C -1.1548 2.1322 0.2309
H 1.3583 -2.5097 1.4816
H 1.4725 -3.8456 0.3581
H -0.0990 -3.0349 0.6660
H 1.1997 -2.3789 -1.5409
H 2.1411 -1.3247 -0.5409
H -1.4531 1.9222 1.2347
H -1.9994 2.5496 -0.3312
H -0.3313 2.7752 0.2512
C -5.8425 9.2299 -0.8380
C -4.5101 9.6284 -0.3306
O -3.5596 8.5820 -0.1473
C -3.8688 7.8248 0.8983
O -4.7168 7.9964 1.7274
O -3.0494 6.8200 0.9099
C -3.3609 5.8775 1.9711
H -5.8616 9.1676 -1.9124
H -6.6272 9.9204 -0.5146
H -6.1177 8.2504 -0.4264
H -4.6307 10.1202 0.5974
H -4.0281 10.3100 -1.0346
H -3.4520 6.4456 2.9272
H -2.5801 5.1639 2.0726
H -4.3204 5.4208 1.8319
C 0.5228 3.0965 3.3523
C -0.1507 2.1443 4.3343
O 0.9023 1.6147 5.2087
C 0.5067 0.5001 5.8679
O -0.6095 0.0002 5.7640
O 1.4927 0.0670 6.6677
C 1.3139 -1.1581 7.3822
H 1.3031 3.6947 3.8114
H -0.1685 3.8724 2.9891
H 1.0600 2.5462 2.5980
H -0.6824 1.3237 3.8801
H -0.8141 2.6504 5.0217
H 2.1336 -1.1675 8.0612
H 1.2684 -1.9972 6.7300
H 0.3933 -1.0640 7.9441
*
```

Entry 7:
DFT (ωB97M-V/def2-TZVPD) results for a gas-phase ion, C8H14N3O2 (charge +1).

Gap between HOMO and LUMO (spin up / spin down) in eV: 6.298 / 7.351
Relative energy (zero: lowest compared OMol25 entry of this formula, charge and spin) in kJ/mol: 380.33
E_tot in eV: -17072.7484
LUMO level (spin up / spin down) in hartree: -0.153 / -0.283

The geometry in ORCA input format:
```
! wB97M-V def2-TZVPD RIJCOSX def2/J DEFGRID3
* xyz 1 3
C 2.0750 1.4845 -0.5463
C 1.9309 -0.7853 0.2762
C 2.5878 0.4689 0.2067
C -0.2927 -0.8635 -0.8014
C -2.2578 -1.8892 0.3277
C -2.2518 0.3080 -1.0653
C -1.3147 0.1988 1.3825
C -1.5638 -0.5314 0.0164
N 0.8583 -1.0284 -0.3674
N 3.7075 0.6649 1.1595
N 1.0528 1.5292 -1.3228
O 4.1031 1.7786 1.3005
O 4.0011 -0.3213 1.7488
H 2.5981 2.3817 -0.3591
H 2.1691 -1.7560 0.7533
H -0.4082 -1.3837 -1.7969
H -3.0221 -1.5208 0.9842
H -1.5686 -2.6081 0.9564
H -2.5163 -2.2379 -0.6750
H -3.1419 0.8621 -0.5375
H -1.7317 1.0926 -1.6320
H -2.6334 -0.4219 -1.6604
H -0.8603 -0.4551 2.0828
H -2.1448 0.7818 1.7459
H -0.6310 1.0430 1.1296
H 0.8827 2.3712 -1.8574
H 0.3725 0.8373 -1.4490
*
```

Entry 8:
DFT (ωB97M-V/def2-TZVPD) results for 2 unconnected molecules or ions with the total composition CH4OS2.

Gap between HOMO and LUMO (spin up / spin down) in eV: 8.055 / 7.258
Relative energy (zero: lowest compared OMol25 entry of this formula, charge and spin) in kJ/mol: 311.33
E_tot in eV: -24816.0485
LUMO level (spin up / spin down) in hartree: -0.030 / -0.053

The geometry in ORCA input format:
```
! wB97M-V def2-TZVPD RIJCOSX def2/J DEFGRID3
* xyz 0 1
C 0.3089 0.8063 1.0210
O 0.0021 1.9766 0.6679
S -0.2575 -1.8734 -1.7910
S -1.4585 2.5044 0.2468
H 1.3284 0.4410 1.0103
H -0.4009 -0.0630 0.8352
H 0.8297 -2.5579 -1.4260
H -0.3523 -1.2341 -0.5641
*
```